1.
This record from the OMol25 dataset describes a single C7H8N2 molecule at a distorted geometry. The level of theory is wB97M-V/def2-TZVPD.

Results
F_max: 1.40 eV/Å
lowest unoccupied orbital energy: 0.8 eV
relative energy (zero: lowest compared OMol25 entry of this formula, charge and spin): 87.50 kcal/mol

Geometry (Å):
C (1.188, 2.289, 1.626)
C (0.375, 1.618, 1.045)
C (-0.569, 0.659, 0.362)
C (-0.466, -0.706, 1.030)
C (0.803, -1.421, 0.540)
N (1.261, -1.422, -0.661)
N (0.732, -0.495, -1.593)
C (-0.689, -0.626, -1.903)
C (-0.216, 0.524, -1.102)
H (1.841, 2.962, 2.137)
H (-1.605, 1.054, 0.457)
H (-1.310, -1.344, 0.808)
H (-0.437, -0.620, 2.120)
H (1.382, -2.036, 1.203)
H (-1.199, -1.491, -1.481)
H (-0.968, -0.460, -2.964)
H (-0.124, 1.516, -1.623)

2.
This record from the OMol25 dataset describes a single C7H8N2O molecule at a distorted geometry. The level of theory is wB97M-V/def2-TZVPD.

Results
F_max: 14.08 eV/Å
lowest unoccupied orbital energy: 0.7 eV
relative energy (zero: lowest compared OMol25 entry of this formula, charge and spin): 125.18 kcal/mol

Geometry (Å):
C (2.266, -0.125, -0.980)
C (0.794, 0.485, -0.915)
N (0.354, 1.313, -1.677)
O (1.326, 1.688, -2.678)
C (-0.139, -0.043, 0.130)
C (-1.207, 0.663, 0.401)
C (-2.130, 0.129, 1.347)
C (-1.861, -1.077, 2.028)
C (-0.683, -1.741, 1.570)
N (0.131, -1.211, 0.612)
H (2.286, -0.888, -0.236)
H (2.657, -0.516, -2.057)
H (2.805, 0.604, -0.874)
H (0.754, 2.159, -3.090)
H (-1.612, 1.648, -0.056)
H (-2.876, 0.778, 1.601)
H (-2.391, -1.447, 2.775)
H (-0.476, -2.420, 2.099)

3.
This record from the OMol25 dataset describes a single C7H8N2O2 molecule at a distorted geometry. The level of theory is wB97M-V/def2-TZVPD.

Results
F_max: 5.65 eV/Å
lowest unoccupied orbital energy: 0.7 eV
relative energy (zero: lowest compared OMol25 entry of this formula, charge and spin): 132.22 kcal/mol

Geometry (Å):
C (0.007, -1.968, 0.221)
C (0.545, -0.569, 0.030)
C (1.844, -0.222, 0.277)
C (2.353, 1.026, -0.008)
C (1.569, 2.007, -0.564)
C (0.228, 1.722, -0.921)
C (-0.180, 0.441, -0.511)
N (-1.817, 0.128, -0.901)
N (-2.615, -0.096, -0.033)
O (-3.806, -0.293, -0.092)
O (-2.022, -0.255, 1.322)
H (-0.894, -1.870, 0.944)
H (0.598, -2.873, 0.553)
H (-0.422, -2.162, -0.833)
H (2.420, -0.998, 0.751)
H (3.334, 1.268, 0.198)
H (2.015, 2.990, -0.730)
H (-0.409, 2.434, -1.493)
H (-2.749, -0.710, 1.789)

4.
This record from the OMol25 dataset describes a single C7H8N2O2 molecule at a distorted geometry. The level of theory is wB97M-V/def2-TZVPD.

Results
F_max: 5.80 eV/Å
lowest unoccupied orbital energy: 0.1 eV
relative energy (zero: lowest compared OMol25 entry of this formula, charge and spin): 162.49 kcal/mol

Geometry (Å):
C (0.650, -1.818, -0.919)
C (0.135, -0.955, -0.068)
C (0.555, -1.036, 1.363)
C (0.283, -0.117, 2.264)
C (-0.259, 1.157, 1.782)
C (-0.787, 1.244, 0.548)
C (-0.803, 0.132, -0.383)
O (-0.445, 0.528, -1.736)
N (-1.103, 1.689, -2.097)
N (-0.737, 2.365, -3.023)
O (0.439, 1.874, -3.683)
H (1.409, -2.280, -0.440)
H (0.633, -1.746, -2.050)
H (1.188, -2.004, 1.624)
H (0.761, -0.199, 3.237)
H (-0.421, 1.888, 2.572)
H (-1.258, 2.219, 0.040)
H (-1.823, -0.312, -0.572)
H (0.751, 2.331, -4.394)

5.
This record from the OMol25 dataset describes a single C7H8N2O2S molecule at a distorted geometry. The level of theory is wB97M-V/def2-TZVPD.

Results
F_max: 7.21 eV/Å
lowest unoccupied orbital energy: 0.6 eV
relative energy (zero: lowest compared OMol25 entry of this formula, charge and spin): 108.33 kcal/mol

Geometry (Å):
C (1.387, 0.408, 3.054)
C (0.614, 0.157, 1.811)
C (-0.626, 0.800, 1.694)
C (-1.386, 0.799, 0.517)
C (-0.959, 0.104, -0.628)
C (0.331, -0.405, -0.489)
C (1.109, -0.454, 0.708)
O (0.666, -1.212, -1.570)
S (-0.402, -1.088, -2.780)
N (-0.068, 0.236, -4.060)
O (-0.688, -2.389, -3.230)
N (-1.570, -0.269, -1.758)
H (0.826, 0.566, 3.936)
H (2.077, -0.488, 3.268)
H (1.963, 1.310, 2.831)
H (-1.014, 1.283, 2.530)
H (-2.300, 1.313, 0.427)
H (2.094, -0.719, 0.822)
H (0.062, -0.328, -4.819)
H (-2.118, 0.375, -2.265)

6.
This record from the OMol25 dataset describes a 2-piece molecular cluster, C7H8N2O3 overall at a distorted geometry. The level of theory is wB97M-V/def2-TZVPD.

Results
F_max: 2.59 eV/Å
lowest unoccupied orbital energy: -0.5 eV
relative energy (zero: lowest compared OMol25 entry of this formula, charge and spin): 41.24 kcal/mol

Geometry (Å):
C (1.278, 1.473, -0.578)
C (1.485, 0.335, 0.413)
O (0.251, -0.147, 0.880)
C (2.243, -0.826, -0.217)
O (1.818, -1.936, -0.320)
O (3.462, -0.454, -0.672)
H (0.683, 2.265, -0.102)
H (2.236, 1.900, -0.908)
H (0.710, 1.124, -1.454)
H (2.084, 0.722, 1.252)
H (0.252, -1.119, 0.685)
H (3.844, -1.254, -1.046)
N (-3.914, -1.963, -1.200)
C (-3.249, -1.531, -0.350)
C (-2.429, -1.025, 0.710)
C (-2.056, 0.245, 0.816)
C (-2.425, 1.256, -0.128)
N (-2.719, 2.099, -0.887)
H (-2.109, -1.752, 1.463)
H (-1.444, 0.589, 1.644)

7.
This record from the OMol25 dataset describes a single C7H8N2O3 molecule at a distorted geometry. The level of theory is wB97M-V/def2-TZVPD.

Results
F_max: 3.28 eV/Å
<S²>: 2.0406
lowest unoccupied orbital energy (alpha / beta): 0.6 / -1.0 eV
relative energy (zero: lowest compared OMol25 entry of this formula, charge and spin): 77.88 kcal/mol
2S+1: 3

Geometry (Å):
C (2.913, 0.652, 0.089)
C (3.500, -0.594, 0.046)
C (1.527, 0.306, -0.014)
C (0.370, 1.127, 0.164)
C (-0.860, 0.479, 0.224)
C (1.382, -1.049, -0.267)
C (-2.751, -1.708, -0.367)
N (-0.708, -0.723, 0.663)
N (-2.049, 1.131, -0.044)
O (2.594, -1.574, -0.176)
O (0.497, 2.476, 0.053)
O (-1.820, -1.588, 0.728)
H (3.251, 1.708, 0.181)
H (4.452, -1.049, -0.059)
H (-2.863, -1.003, -1.100)
H (-3.691, -1.752, 0.156)
H (-2.606, -2.681, -0.883)
H (-1.767, 2.092, -0.144)
H (-2.787, 1.022, 0.609)
H (1.419, 2.728, 0.142)

8.
This record from the OMol25 dataset describes a single C7H8N2O3S2 molecule at a distorted geometry. The level of theory is wB97M-V/def2-TZVPD.

Results
F_max: 3.70 eV/Å
lowest unoccupied orbital energy: 0.3 eV
relative energy (zero: lowest compared OMol25 entry of this formula, charge and spin): 0.00 kcal/mol

Geometry (Å):
N (1.574, 1.231, 2.512)
C (1.120, 0.882, 1.278)
S (2.535, 0.241, 0.097)
O (2.089, -0.021, -1.208)
O (3.726, 1.044, 0.289)
O (2.890, -1.282, 0.641)
N (0.161, -0.158, 1.174)
C (-0.538, -0.113, -0.006)
C (-1.175, -1.201, -0.586)
C (-1.718, -1.087, -1.867)
C (-1.768, 0.212, -2.481)
C (-1.152, 1.326, -1.876)
C (-0.486, 1.099, -0.663)
S (0.504, 2.236, 0.302)
H (1.970, 2.198, 2.594)
H (2.445, 0.784, 2.768)
H (2.478, -2.075, 0.237)
H (0.363, -1.099, 1.588)
H (-1.329, -2.026, 0.087)
H (-2.177, -2.022, -2.435)
H (-2.135, 0.368, -3.511)
H (-1.323, 2.382, -2.252)